(1)
C2H15NSi4 as an isolated structure at a distorted geometry. Source: the OMol25 dataset; level of theory: ωB97M-V with the def2-TZVPD basis set.

The geometry in XYZ format:
```
22
Properties=species:S:1:pos:R:3:forces:R:3:lowdin_charge:R:1
C -1.95141 -1.38691 -0.69818 0.26 -1.04 1.98 -0.2642
C -2.85377 1.47425 -0.08748 0.93 -1.83 -3.24 -0.2585
N 1.83696 0.08531 0.36230 -1.03 1.69 0.46 -0.7050
Si 2.44318 1.36385 -0.80499 -0.05 -2.43 2.85 0.5167
Si 2.44478 -1.49640 0.24626 -0.99 0.11 -1.99 0.3929
Si 0.36514 0.39076 1.32207 0.12 -4.21 -0.82 0.3819
Si -1.30142 0.38125 -0.36660 -1.89 0.04 1.92 0.4481
H -2.37275 -1.95198 0.24717 1.52 1.22 -1.28 0.0737
H -2.87256 -1.40923 -1.24189 -0.31 0.41 -1.12 -0.0052
H -1.16782 -2.00544 -1.17722 -0.62 0.11 0.26 0.0061
H -3.44636 1.22905 -1.04234 0.56 0.74 1.37 0.0568
H -3.41890 1.25196 0.73536 -1.54 -0.90 2.09 -0.0232
H -2.60568 2.48791 -0.01627 0.37 1.64 -0.30 -0.0099
H 2.63862 0.62033 -2.08765 -0.16 0.87 -0.02 -0.0659
H 1.40041 2.39302 -0.54666 0.37 0.25 -0.68 -0.0698
H 3.71901 1.56500 -0.02030 -0.12 0.72 -1.03 -0.0560
H 1.24327 -2.18418 -0.39476 0.74 -0.50 0.51 -0.0612
H 3.35805 -1.17910 -0.88473 0.58 -0.83 0.16 -0.0882
H 3.04501 -2.23033 1.36217 0.03 0.05 0.23 -0.0809
H 0.01565 -1.20525 2.20091 0.63 2.46 -1.27 -0.0060
H 0.75418 1.27657 2.33604 -0.14 1.33 1.18 -0.1173
H -0.69716 1.10483 -1.43134 0.75 0.10 -1.25 -0.0650
```
Forces are in eV/Å.

Output
LUMO = 0.56 eV
HOMO = -0.320 hartree

=====

(2)
A 5-piece molecular cluster, C2H16N2O4 overall at a distorted geometry. Source: the OMol25 dataset; level of theory: ωB97M-V with the def2-TZVPD basis set.

The geometry in XYZ format:
```
24
Properties=species:S:1:pos:R:3:forces:R:3:lowdin_charge:R:1
N -1.19847 0.91892 1.98768 -0.30 -1.06 -0.33 -0.0443
C 0.21540 0.93828 1.59889 -0.80 2.40 -0.36 -0.2970
C 0.28066 1.41909 0.10922 0.92 -0.94 0.76 -0.3288
N 0.51498 2.83566 -0.07356 0.28 -0.55 0.16 -0.0283
H -1.64578 1.79548 1.78797 -0.21 0.20 0.40 0.0579
H -1.37326 0.55923 2.91799 0.02 0.45 0.00 0.0631
H 0.63534 -0.02914 1.83389 0.40 -0.13 -0.38 0.0739
H 0.71301 1.78070 2.13260 0.31 -0.90 0.07 0.0958
H 1.18554 0.95660 -0.28575 -0.13 -0.34 -0.35 0.0703
H -0.59231 1.01298 -0.41223 -0.02 0.07 -0.07 0.0859
H -0.00172 3.54129 0.41039 -0.14 0.10 -0.30 0.0464
H 1.07151 3.04769 -0.88542 -0.35 0.45 0.29 0.0525
H -0.04987 -1.89990 -1.32368 -0.26 -0.20 0.43 -0.0185
H -1.37769 -1.81237 -0.52745 -0.21 0.37 0.20 -0.0212
O -0.85238 -2.39173 -1.07440 0.46 -0.27 -0.57 -0.1136
H 2.21656 -1.69193 -3.11484 0.06 -0.03 0.09 -0.0120
H 0.81688 -1.17627 -3.29824 -0.44 0.18 0.19 -0.0162
O 1.55416 -1.51933 -3.79800 0.43 -0.11 -0.25 -0.1410
H 2.14015 -2.79911 -0.30593 0.08 -0.43 0.13 -0.0529
H 3.29243 -1.98493 0.36872 -0.32 -0.18 -0.26 -0.0425
O 2.46822 -1.90309 -0.16524 0.09 0.76 0.03 -0.3462
H -4.05979 -0.21546 0.66646 0.01 0.18 0.04 0.0182
H -2.57687 -0.51105 0.92434 0.27 0.48 0.33 -0.0182
O -3.37670 -0.87163 0.52657 -0.15 -0.50 -0.24 -0.0833
```
Forces are in eV/Å.

Output
Net charge = -1
2S+1 = 2
LUMO (spin up / spin down) = 3.02 / 2.91 eV
HOMO (spin up / spin down) = 0.024 / -0.233 hartree

=====

(3)
C2H17CdO7 as an isolated structure at a distorted geometry. Source: the OMol25 dataset; level of theory: ωB97M-V with the def2-TZVPD basis set.

The geometry in XYZ format:
```
27
Properties=species:S:1:pos:R:3:forces:R:3:lowdin_charge:R:1
Cd -2.71687 -25.85120 -16.52255 0.39 -0.14 0.95 1.4201
C 0.30377 -28.09558 -16.69132 0.71 -1.87 2.53 -0.1121
C -1.02173 -28.27478 -15.95925 -0.22 0.88 2.58 -0.4052
O -1.48816 -27.04252 -15.30413 0.38 -1.60 -1.25 -0.4875
H 0.97102 -27.47658 -16.09234 -0.10 0.20 -0.12 0.0796
H 0.14424 -27.70120 -17.62261 -0.11 1.30 -2.49 -0.0029
H 0.84793 -29.05865 -16.83400 -0.55 0.48 0.04 0.0931
H -0.88663 -28.98321 -15.06840 -0.17 0.42 -1.52 0.1186
H -1.77329 -28.66863 -16.67077 0.06 -0.18 0.33 0.0776
O -4.77494 -25.21925 -17.61116 -0.64 0.40 0.68 -0.0749
H -5.47495 -24.88091 -17.03984 0.21 0.04 0.59 0.0769
H -5.24868 -25.19221 -18.43279 0.10 -0.41 -1.23 0.0687
O -2.01483 -26.35324 -18.54596 0.05 0.32 -1.25 -0.0898
H -1.70976 -25.62005 -19.10861 -0.09 -0.57 0.15 0.0828
H -1.43924 -27.11368 -18.68184 0.09 -0.03 -0.08 0.0603
O -4.22666 -27.53869 -15.81184 -0.95 -0.64 0.27 -0.1113
H -4.11443 -28.38019 -15.33771 0.45 0.36 -0.25 0.0855
H -5.09183 -27.23437 -15.51829 -0.16 -0.03 -0.18 0.0528
O -2.67818 -23.44736 -17.25188 -1.57 -0.24 -0.10 -0.0983
H -3.42463 -23.12331 -17.79293 0.53 -0.16 0.45 0.0699
H -1.88849 -23.08760 -17.62420 0.89 0.40 -0.29 0.0342
O -0.48294 -24.88047 -16.67463 -0.37 0.39 -0.37 -0.0949
H 0.10854 -25.06080 -17.40312 0.58 0.04 0.10 0.0563
H -0.09668 -24.25416 -16.06776 0.58 0.14 0.17 0.0713
O -3.43280 -25.15174 -14.41708 -0.55 0.20 1.19 -0.0987
H -2.62433 -24.94924 -13.95272 1.11 0.71 -0.25 0.0526
H -3.73936 -25.75249 -13.71979 -0.68 -0.41 -0.66 0.0750
```
Forces are in eV/Å.

Output
Net charge = +1
LUMO = -3.41 eV
HOMO = -0.402 hartree

=====

(4)
A 7-piece molecular cluster, C2H19N2O6 overall at a distorted geometry. Source: the OMol25 dataset; level of theory: ωB97M-V with the def2-TZVPD basis set.

The geometry in XYZ format:
```
29
Properties=species:S:1:pos:R:3:forces:R:3:lowdin_charge:R:1
C -2.05029 2.87689 0.20923 0.30 0.77 0.14 -0.0304
N 0.62292 0.46436 -0.18574 0.49 -0.72 -0.74 0.1721
C -0.57962 0.96012 -0.32203 0.56 -0.06 0.63 -0.1210
N -0.96075 1.94176 0.46057 0.11 0.47 -0.58 0.0185
H -2.85488 2.76823 0.92683 -0.30 -0.35 -0.26 0.0911
H -2.33533 2.88504 -0.83439 -0.48 -0.48 -0.04 0.0939
H -1.67067 3.89100 0.35827 0.17 -0.12 0.13 0.0953
H 1.36667 0.94134 0.31013 -0.32 0.24 0.21 0.0964
H 0.90267 -0.22849 -0.90657 -0.06 0.04 -0.09 0.0616
H -1.18890 0.47259 -1.07362 -0.49 0.21 -0.01 0.1491
H -0.17162 2.32695 0.96669 -0.10 0.07 0.38 0.1094
H 1.33552 -4.18299 -1.58372 -0.10 -0.05 0.27 0.0801
H 1.45398 -3.22833 -0.29501 -0.12 -0.51 -0.46 0.0203
O 1.79125 -3.42688 -1.20189 0.11 0.16 0.23 -0.0472
H -1.27228 -1.64995 3.77873 -0.14 -0.56 0.37 0.0259
H -1.77805 -0.23192 4.13006 -0.32 -0.02 0.48 0.0256
O -1.26944 -0.74092 3.50801 0.51 0.64 -0.91 -0.0523
H 2.27437 3.49337 1.15494 0.36 0.53 0.02 0.0651
H 1.92690 2.49952 2.28627 0.23 0.14 0.48 0.0681
O 1.85433 2.66219 1.34817 -0.61 -0.68 -0.37 -0.0223
H -2.06785 -0.30289 -3.86022 -0.15 -0.31 -1.14 0.0271
H -2.39644 -1.75976 -3.21580 -0.03 0.13 -0.83 0.0428
O -2.14579 -0.84560 -3.09307 0.18 0.30 2.08 -0.0436
H 1.96857 -3.16234 1.62506 0.23 0.23 0.25 0.0729
H 1.59134 -1.71738 1.16018 0.20 0.01 0.28 0.0430
O 1.24527 -2.59658 1.33762 -0.35 -0.23 -0.27 -0.0267
H 1.90983 -0.87180 -2.77157 -0.04 -0.05 -0.12 0.0641
H 1.37582 -2.06867 -1.91435 -0.15 0.60 -0.59 0.0092
O 1.12246 -1.16881 -2.30279 0.34 -0.39 0.45 -0.0879
```
Forces are in eV/Å.

Output
Net charge = +1
LUMO = -2.56 eV
HOMO = -0.508 hartree

=====

(5)
C2H20BeO8 as an isolated structure at a distorted geometry. Source: the OMol25 dataset; level of theory: ωB97M-V with the def2-TZVPD basis set.

The geometry in XYZ format:
```
31
Properties=species:S:1:pos:R:3:forces:R:3:lowdin_charge:R:1
Be -0.00151 -0.02733 -1.49119 -0.04 -0.08 -0.04 1.2853
C 0.44062 -0.15992 4.86257 2.31 -1.36 -0.35 -0.0490
C -0.97197 0.16126 4.63324 -2.81 -1.42 0.37 -0.3029
O -1.08968 0.64800 3.33681 -0.17 0.72 -0.77 0.0505
H 0.57643 -1.08949 4.30980 0.23 -0.03 -0.32 0.0875
H 0.77644 -0.47560 5.85033 -0.33 0.84 0.31 0.1076
H 1.07914 0.55416 4.34249 0.25 0.21 0.68 0.0908
H -1.54298 0.80126 5.30589 0.61 0.47 0.41 0.1448
H -1.52821 -0.77578 4.60751 -0.08 -0.11 0.24 0.1309
H -0.91832 1.58374 3.46578 0.03 0.66 -0.67 0.1181
O 1.25888 4.06914 0.05656 -0.22 -0.46 -0.12 -0.0627
H 1.73731 4.49925 -0.65221 0.16 0.18 -0.19 0.0352
H 1.33025 4.67337 0.79551 0.03 0.18 0.25 0.0391
O -3.40635 2.89461 -1.95834 0.49 -0.35 -0.05 -0.0214
H -3.30145 3.71239 -1.47206 0.05 0.36 0.14 0.0457
H -4.35018 2.73514 -1.95897 -0.39 -0.12 -0.06 0.0504
O 4.10999 -0.33496 -0.45216 -0.54 0.02 -0.19 -0.0553
H 4.62763 0.37037 -0.84047 0.20 0.23 -0.10 0.0380
H 4.73834 -0.83500 0.06877 0.15 -0.22 0.22 0.0444
O 0.90601 -4.14833 0.14747 -0.05 0.51 -0.13 -0.0432
H 0.91340 -4.56606 1.00868 -0.03 -0.13 0.30 0.0418
H 1.11623 -4.85448 -0.46358 0.06 -0.25 -0.23 0.0422
O 0.09435 -2.82144 -4.90974 -0.05 0.24 0.54 -0.0326
H 0.91127 -3.20994 -5.22271 0.32 -0.16 -0.10 0.0451
H -0.48456 -2.83343 -5.67194 -0.27 0.03 -0.28 0.0478
O 1.40021 1.83948 -5.13318 -0.28 -0.29 0.46 -0.0370
H 2.15620 1.53816 -5.63708 0.28 -0.16 -0.20 0.0460
H 1.35960 2.78095 -5.30117 -0.07 0.36 -0.08 0.0456
O -3.73587 -1.97687 -0.69226 0.44 0.41 -0.16 -0.0288
H -4.19249 -1.94555 0.14842 -0.18 0.04 0.33 0.0462
H -4.00871 -2.80710 -1.08277 -0.08 -0.34 -0.21 0.0499
```
Forces are in eV/Å.

Output
Net charge = +2
LUMO = -13.79 eV
HOMO = -0.601 hartree

=====

(6)
A 9-piece molecular cluster, C2H20ClN4O12 overall. Source: the OMol25 dataset; level of theory: ωB97M-V with the def2-TZVPD basis set.

The geometry in XYZ format:
```
39
Properties=species:S:1:pos:R:3:forces:R:3:lowdin_charge:R:1
Cl 0.31469 0.14495 0.90614 -0.30 -0.24 -0.45 0.6726
O 1.00342 1.11012 1.70749 0.16 0.08 0.03 -0.3203
O 1.04255 -0.15092 -0.31156 0.32 0.04 0.19 -0.3574
O 0.10828 -1.07665 1.64990 0.04 -0.05 -0.02 -0.3394
O -0.97661 0.66492 0.50478 -0.38 0.28 0.16 -0.3692
O -4.03910 1.39958 -0.09576 -0.09 0.07 0.13 -0.0661
H -3.25007 1.35096 0.45550 0.14 -0.03 -0.12 -0.0031
H -4.01334 0.57801 -0.59452 -0.01 -0.05 0.01 0.0300
O 3.00410 2.36468 -1.14802 0.12 0.04 -0.03 -0.0722
H 2.56247 1.50477 -1.13109 -0.10 0.00 0.05 -0.0064
H 3.43908 2.42295 -0.29336 -0.07 0.00 0.06 0.0328
O -1.07818 1.14045 -2.52493 0.08 -0.18 -0.12 -0.0612
H -1.15533 0.42439 -3.16105 -0.04 -0.01 -0.02 0.0239
H -0.93744 0.70167 -1.67348 0.01 0.21 0.16 -0.0136
O 1.31364 2.24499 4.63811 0.08 0.15 0.15 -0.0596
H 2.06339 2.66911 5.06369 0.04 0.02 -0.06 0.0233
H 1.42463 2.41621 3.69679 -0.05 -0.20 -0.08 0.0096
O -0.02958 -3.01006 -0.98476 -0.09 -0.07 -0.04 -0.0599
H 0.01518 -2.20612 -0.44999 0.28 0.00 -0.04 -0.0185
H -0.59352 -2.76862 -1.72441 -0.03 -0.01 0.00 0.0311
O -1.50902 1.09279 3.98963 -0.18 -0.09 -0.03 -0.0521
H -1.25276 1.33431 3.09161 0.12 0.01 -0.01 0.0064
H -2.46962 1.06018 3.97555 -0.02 0.06 -0.03 0.0245
C -3.56375 -2.26568 1.22114 0.25 0.25 0.04 -0.6864
O -4.70417 -2.53916 0.86726 0.06 -0.03 0.04 -0.0040
N -2.47573 -3.00484 0.85422 -0.55 -0.12 0.05 0.1602
N -3.26078 -1.18447 1.99384 0.20 0.56 0.61 0.1586
H -2.68169 -3.78152 0.25583 0.28 -0.04 -0.05 0.0974
H -1.52917 -2.76593 1.08963 0.01 0.04 -0.06 0.0624
H -3.97461 -0.57018 2.33750 -0.39 -0.28 -0.31 0.0964
H -2.33168 -0.94291 2.30353 0.16 -0.34 -0.27 0.0631
C 3.78043 -0.28693 -3.09504 -0.06 -0.28 0.23 -0.6835
O 4.03607 -1.36300 -2.58712 0.00 0.02 -0.03 0.0263
N 2.52070 0.23916 -3.18382 0.52 0.12 -0.47 0.1544
N 4.76075 0.50819 -3.64018 -0.02 0.22 -0.32 0.1395
H 2.43020 1.15524 -3.58224 -0.45 0.01 0.20 0.0938
H 1.72194 -0.25826 -2.83738 0.06 -0.02 0.17 0.0893
H 5.72070 0.25064 -3.52299 -0.06 -0.18 0.11 0.0924
H 4.56394 1.39700 -4.06045 -0.03 0.04 0.16 0.0848
```
Forces are in eV/Å.

Output
Net charge = -1
LUMO = 2.70 eV
HOMO = -0.267 hartree

=====

(7)
A 8-piece molecular cluster, C2H21NO8 overall at a distorted geometry. Source: the OMol25 dataset; level of theory: ωB97M-V with the def2-TZVPD basis set.

The geometry in XYZ format:
```
32
Properties=species:S:1:pos:R:3:forces:R:3:lowdin_charge:R:1
N 2.45891 0.36474 1.34232 0.68 -0.11 0.20 0.0115
C 2.89715 0.82116 0.03244 -0.70 0.03 -0.52 -0.2503
C 1.97204 1.86705 -0.58160 -0.58 -0.26 -0.31 -0.1970
O 0.68384 1.22538 -0.65145 0.06 0.43 0.06 -0.1677
H 1.46055 0.22048 1.39744 -0.09 0.16 -0.17 0.0499
H 2.73021 1.04143 2.03865 -0.11 0.00 0.27 0.0682
H 2.86740 -0.02911 -0.65117 0.08 -0.08 -0.06 0.1134
H 3.92760 1.16683 0.04263 0.05 0.07 0.26 0.1157
H 2.24742 2.12147 -1.60906 0.36 0.08 0.12 0.1211
H 1.86559 2.78529 -0.00118 0.28 -0.03 0.17 0.1218
H -0.05706 1.85188 -0.70709 0.10 -0.12 0.30 0.0642
O -0.51308 1.62185 -3.21815 0.07 -0.11 0.12 -0.0587
H 0.02397 1.36799 -2.44986 -0.10 -0.09 -0.39 -0.0076
H -1.16139 0.90867 -3.27805 -0.04 0.05 -0.09 0.0201
O -0.36189 -1.29317 -0.37653 0.35 0.54 0.12 -0.0698
H 0.40659 -1.64379 0.09867 -0.39 -0.56 0.00 0.0149
H -0.13388 -0.34428 -0.40781 -0.11 -0.18 -0.21 0.0015
O -1.95371 1.49555 -0.52226 -0.65 -0.04 0.17 -0.0483
H -2.44312 0.73575 -0.17240 0.29 0.01 0.15 0.0507
H -2.59245 1.87411 -1.13825 0.25 0.11 -0.16 0.0697
O -1.96080 0.35823 2.37370 0.14 -0.09 -0.19 -0.0453
H -1.35928 1.06045 2.09386 -0.18 -0.06 0.15 0.0319
H -2.09919 0.46322 3.31967 0.05 0.11 -0.04 0.0443
O 1.15887 -2.85752 1.61088 -0.32 0.02 -1.04 -0.0506
H 1.95315 -2.31434 1.59369 0.11 -0.13 0.84 0.0290
H 0.91325 -3.19664 2.47304 0.43 0.30 0.18 0.0517
O -2.56297 -0.93993 -2.35952 -0.05 -0.05 0.33 -0.0621
H -1.77525 -0.97353 -1.79390 0.01 -0.21 -0.08 -0.0071
H -3.15220 -1.58772 -1.94794 0.10 0.16 -0.21 0.0473
O -2.09404 -2.93761 1.33852 -0.08 -0.09 0.17 -0.0728
H -1.71728 -3.08453 0.46578 0.08 0.07 0.02 0.0154
H -1.62894 -2.14938 1.64494 -0.11 0.07 -0.14 -0.0051
```
Forces are in eV/Å.

Output
SMILES = NCCO.O.O.O.O.O.O.O
LUMO = 0.22 eV
HOMO = -0.370 hartree

=====

| no. | E (Ha) |
| --- | --- |
| 1 | -1297.85635 |
| 2 | -496.20667 |
| 3 | -780.55540 |
| 4 | -648.34472 |
| 5 | -703.91107 |
| 6 | -1670.23540 |
| 7 | -745.46563 |